# 1
48
Properties=species:S:1:pos:R:3 method="wB97M-V/def2-TZVPD" smiles="CC(C)(C)c1ccccc1N1CCN(C(=O)Cc2nnn[nH]2)CC1" homo_lumo_gap_ev=8.966 e_tot_ha=-1065.91870 de_lowest_ev=2.644
O 0.91 -4.24 -0.80
N -0.71 -3.85 1.73
N 0.44 -2.81 3.20
N -1.57 -3.44 2.64
N 1.83 -2.12 -0.65
N 0.79 0.48 -0.94
N -0.88 -2.84 3.54
C 1.53 -3.41 -0.13
C 2.14 0.31 -0.35
C 1.35 -1.75 -1.99
C -1.78 1.46 0.46
C -2.82 0.74 -0.43
C -2.66 2.32 1.43
C -1.00 0.53 1.42
C 0.55 -3.46 2.08
C -0.27 4.50 -1.41
C 1.14 2.64 -1.89
C 1.79 -3.79 1.32
C 0.32 1.80 -1.11
C 0.85 4.01 -2.07
C -1.14 3.69 -0.68
C 2.30 -1.08 0.26
C 0.33 -0.62 -1.84
C -0.83 2.30 -0.47
H -1.96 4.18 -0.18
H 1.49 4.66 -2.66
H 2.89 0.45 -1.14
H -0.62 -1.03 -1.42
H 1.77 -1.09 1.22
H -3.22 1.73 2.14
H 2.22 -1.38 -2.58
H 0.95 -2.57 -2.55
H 2.05 -4.85 1.38
H -0.02 0.98 1.62
H -3.53 1.49 -0.87
H 3.35 -1.24 0.47
H -0.80 -0.45 0.95
H -3.39 -0.03 0.13
H -2.34 0.23 -1.27
H 2.30 1.11 0.37
H 1.98 2.20 -2.40
H -3.39 2.89 0.89
H -1.52 0.37 2.39
H 2.62 -3.21 1.72
H -0.49 5.57 -1.43
H -2.03 2.99 1.97
H 0.08 -0.21 -2.84
H -0.97 -4.14 0.77

***

# 2
48
Properties=species:S:1:pos:R:3 method="wB97M-V/def2-TZVPD" homo_lumo_gap_ev=5.818 charge=+4 e_tot_ha=-1404.48702
Zr 2.76 2.81 5.94
P 0.12 1.04 -2.68
O 0.12 3.70 0.74
O 1.16 -1.36 1.45
O -1.26 0.15 -1.67
O 0.24 -0.19 -3.64
N -0.87 1.93 -0.38
C 1.10 1.26 5.65
C 2.02 0.36 5.07
C 0.19 2.69 0.12
C 1.79 -0.13 3.78
C -0.02 1.69 4.93
C -0.50 0.51 -0.51
C 0.64 0.25 3.07
C -1.77 -3.83 -3.48
C -0.56 -2.35 -1.75
C -1.18 -3.73 -2.07
C -0.23 1.18 3.64
C -1.63 -1.30 -1.91
C -0.79 -0.18 0.84
C 0.41 -0.47 1.74
C 0.60 2.43 -3.71
C 1.43 2.01 -0.38
C 0.92 0.75 -1.07
H -2.85 -3.71 -3.48
H 2.05 1.64 0.44
H -1.48 0.45 1.40
H -1.88 -4.02 -1.30
H -0.35 -4.43 -2.01
H 1.61 -0.10 -1.06
H -0.13 2.57 -4.51
H -1.12 1.51 3.13
H -0.18 -2.39 -0.73
H 0.65 3.36 -3.15
H 2.12 2.67 -0.92
H 1.55 2.08 -4.13
H 2.86 0.00 5.66
H -0.74 2.37 5.35
H -0.26 -0.16 -4.48
H -1.38 -3.03 -4.12
H 1.22 1.62 6.71
H -1.30 -1.13 0.69
H -2.07 -1.30 -2.90
H 2.48 -0.85 3.36
H -1.51 -4.77 -3.96
H -1.82 2.14 -0.08
H 0.29 -2.22 -2.43
H -2.44 -1.50 -1.22

***

# 3
49
Properties=species:S:1:pos:R:3 method="wB97M-V/def2-TZVPD" multiplicity=2 homo_lumo_gap_ev="9.872 / 6.003" charge=+2 e_tot_ha=-1540.33641
P 1.31 -0.05 1.90
Al -0.16 -0.18 -0.30
O -0.25 -1.77 -1.14
N 1.73 0.26 -1.02
N -1.87 -0.64 0.66
N -4.95 1.87 3.28
N -0.73 0.47 -2.15
C -3.46 -2.31 1.28
C -4.18 -1.34 1.97
C 1.29 1.26 3.21
C 4.03 0.83 -0.95
C -1.92 -0.32 -2.53
C 3.00 -0.14 1.16
C 0.42 0.21 -3.07
C -3.70 -0.02 2.00
C 1.45 -1.56 3.00
C -2.28 -1.92 0.66
C 2.89 0.33 -0.34
C 2.86 0.86 -3.07
C 4.04 1.05 -2.34
C -2.54 0.32 1.33
C -4.40 1.01 2.71
C -1.05 1.92 -2.17
C 1.70 0.53 -2.36
H -2.22 -0.05 -3.55
H 0.32 0.78 -4.01
H -1.88 2.11 -1.48
H -5.11 -1.57 2.49
H 4.98 1.32 -2.85
H 2.10 -1.34 3.87
H -2.09 1.31 1.34
H 0.44 -1.90 3.33
H 1.31 2.24 2.71
H -0.17 2.50 -1.87
H -2.75 -0.11 -1.84
H -1.63 -2.60 0.11
H -3.74 -3.36 1.18
H 2.84 0.88 -4.16
H 0.45 -0.86 -3.30
H 3.29 -1.16 1.14
H 1.91 -2.35 2.38
H 4.92 0.98 -0.33
H 3.82 0.32 1.72
H 0.34 1.21 3.81
H 0.59 -2.24 -1.06
H 2.15 1.17 3.89
H -0.10 1.22 0.44
H -1.34 2.17 -3.21
H -1.68 -1.38 -2.47

***

# 4
51
Properties=species:S:1:pos:R:3 method="wB97M-V/def2-TZVPD" homo_lumo_gap_ev=7.751 charge=+2 e_tot_ha=-1940.50283
Ti 0.10 0.93 1.05
O -0.10 2.16 2.53
N -0.67 -0.82 1.47
N -0.86 -1.53 0.29
N 1.61 0.27 -0.07
N -1.20 0.40 -1.33
N -1.03 1.49 -0.48
N 1.10 -0.61 -1.02
C 1.14 2.01 2.45
C -2.03 0.76 -2.31
C -1.08 -1.10 3.91
C 1.91 -2.03 -2.88
C -1.42 -2.71 0.60
C 3.29 -0.47 -1.32
C -2.41 2.09 -2.11
C -2.44 -0.16 -3.40
C -1.80 3.84 -0.29
C -1.77 -3.73 -0.42
C -1.76 2.52 -0.97
C 2.11 2.62 3.36
C 2.10 -1.06 -1.77
C 2.95 0.34 -0.27
C 3.83 1.20 0.56
C -1.61 -2.76 1.98
C -1.13 -1.57 2.50
B -0.42 -0.93 -1.08
H 4.27 -0.63 -1.73
H 2.87 -2.25 -3.35
H 1.49 -2.96 -2.52
H -0.77 -0.06 3.98
H -1.21 3.84 0.63
H -2.22 -4.59 0.06
H -3.12 0.35 -4.08
H -0.39 -1.71 4.49
H -1.40 4.62 -0.95
H -2.47 -3.33 -1.15
H 2.89 3.11 2.78
H -2.05 -3.58 2.53
H 2.60 1.80 3.89
H 3.85 0.86 1.60
H -2.82 4.11 -0.03
H 3.51 2.24 0.53
H 4.85 1.16 0.18
H 1.64 3.31 4.07
H -3.08 2.66 -2.73
H -0.88 -4.06 -0.96
H 1.24 -1.62 -3.64
H -0.65 -1.70 -1.95
H -2.94 -1.04 -3.00
H -1.57 -0.50 -3.98
H -2.06 -1.19 4.37

***

# 5
53
Properties=species:S:1:pos:R:3 method="wB97M-V/def2-TZVPD" multiplicity=5 homo_lumo_gap_ev="8.088 / 8.655" e_tot_ha=-5199.56154
Br -4.69 -1.00 -5.24
Cr -0.42 -0.03 0.96
S 0.22 2.26 -1.32
O 0.07 -3.60 -1.02
O 0.16 1.58 2.14
O -0.47 -1.74 0.07
O 0.67 -0.45 2.83
N 1.98 -0.15 0.21
N -0.10 4.86 -1.53
N -2.23 0.39 0.41
N 0.07 3.99 0.65
C 2.50 0.98 2.32
C -0.44 5.12 1.42
C -3.27 -2.80 -3.55
C -0.55 -2.55 -0.92
C 0.06 3.82 -0.68
C 2.97 -0.08 1.30
C -2.54 -0.50 -3.45
C -3.37 -1.48 -3.95
C 0.66 5.85 2.19
C 1.03 0.69 2.50
C -3.35 0.38 0.15
C -0.61 7.23 -1.94
C -4.75 0.31 -0.19
C -1.61 -0.85 -2.47
C -1.51 -2.16 -2.03
C 0.40 6.23 -1.41
C -2.33 -3.14 -2.59
H 3.98 0.16 0.95
H 2.08 0.63 -0.43
H -1.54 7.17 -1.37
H 1.44 6.22 1.53
H -0.84 7.04 -2.98
H -5.23 1.27 -0.01
H 2.08 -1.01 -0.31
H -1.16 4.72 2.14
H 2.65 1.99 1.95
H 2.98 -1.05 1.80
H 1.12 5.18 2.92
H -3.92 -3.55 -3.97
H 3.02 0.85 3.27
H -2.22 -4.16 -2.26
H 0.65 6.44 -0.38
H 0.22 3.13 1.17
H -5.23 -0.45 0.43
H -0.22 8.25 -1.86
H 0.23 6.70 2.73
H 1.33 6.31 -1.98
H -4.86 0.04 -1.24
H -2.61 0.52 -3.80
H -0.96 -0.09 -2.07
H -0.16 4.53 -2.48
H -0.98 5.79 0.76

***

# 6
46
Properties=species:S:1:pos:R:3 method="wB97M-V/def2-TZVPD" multiplicity=5 homo_lumo_gap_ev="4.153 / 6.061" charge=+2 e_tot_ha=-1322.28858 de_lowest_ev=0.192
Os -0.32 -0.42 0.48
Cl 0.11 0.33 -1.80
N -0.03 0.00 5.05
N 0.31 0.69 2.68
C -0.88 1.83 -5.67
C 0.95 -1.89 1.40
C 1.29 -1.85 0.02
C -1.99 -0.43 2.01
C 0.11 0.26 3.78
C 2.52 -0.21 1.06
C -2.04 0.92 1.56
C 1.05 -0.69 5.77
C 1.83 -0.94 2.05
C -2.28 0.90 0.20
C 2.28 -0.81 -0.17
C 0.00 -0.52 -5.98
C -1.08 0.71 5.78
C -2.23 -0.46 -0.24
C -2.04 -1.30 0.89
C 0.24 0.88 -5.65
C 1.61 1.39 -5.64
H 2.12 -0.97 3.10
H -2.03 -2.36 0.94
H 1.70 2.30 -5.02
H -1.91 1.80 2.16
H 1.05 -1.76 5.50
H -1.80 1.36 -5.30
H -2.40 1.76 -0.44
H 2.04 -0.28 5.51
H 0.78 -1.18 -5.57
H -2.53 -0.83 -1.20
H -2.10 -0.79 3.03
H 0.40 -2.68 1.87
H 2.76 -0.54 -1.10
H 2.31 0.64 -5.24
H -0.02 -0.70 -7.08
H -2.06 0.29 5.50
H -0.97 -0.87 -5.59
H -0.67 2.71 -5.06
H 3.03 0.72 1.27
H -0.88 0.58 6.86
H 1.12 -2.64 -0.69
H 1.96 1.65 -6.65
H 0.85 -0.57 6.84
H -1.09 2.19 -6.70
H -1.08 1.79 5.50